1.
The following is a quantum chemistry calculation of a 9-piece molecular cluster, C11H38N13O11 overall, from the OMol25 dataset.

The geometry in XYZ format:
```
73
Properties=species:S:1:pos:R:3:mulliken_charge:R:1
O -0.1379 0.3828 0.6754 -0.390
C 0.5145 1.1515 -0.2260 0.635
O 1.7030 1.0128 -0.3679 -0.706
O -0.0623 2.1549 -0.7090 -0.783
H -0.7799 1.0964 0.6682 0.243
C 1.9038 2.0307 -5.7011 0.520
O 2.0589 1.6855 -6.8370 -0.651
N 2.8315 1.9302 -4.7779 -0.424
N 0.7567 2.3967 -5.1899 -0.331
H 3.6675 1.4783 -5.1198 0.246
H 2.5870 1.7302 -3.8185 0.220
H 0.6871 2.7094 -4.2320 0.184
H 0.0882 2.7938 -5.8345 0.233
C 3.2464 -0.4488 4.4808 0.655
O 3.9375 -0.5534 5.5097 -0.719
N 1.9779 -0.6258 4.3227 -0.337
N 3.7914 -0.2549 3.3528 -0.342
H 1.4337 -0.8112 5.1531 0.197
H 1.4717 -0.4620 3.4642 0.179
H 4.8013 -0.2610 3.3362 0.189
H 3.2403 0.0323 2.5567 0.174
C -4.5597 0.8999 -3.2232 0.652
O -5.6973 0.6070 -3.3661 -0.651
N -4.1971 1.5168 -2.1377 -0.338
N -3.5959 0.7805 -4.1245 -0.333
H -3.2331 1.8160 -2.1015 0.158
H -4.9213 2.0348 -1.6609 0.182
H -3.7271 0.2728 -4.9876 0.194
H -2.7675 1.2988 -3.8689 0.137
C 5.8762 -3.2126 -3.0933 0.698
O 5.3544 -3.0906 -4.1887 -0.683
N 5.5825 -2.5994 -2.0070 -0.347
N 6.8841 -3.9209 -2.9044 -0.371
H 6.0384 -2.8455 -1.1400 0.141
H 4.8613 -1.8929 -2.0366 0.189
H 7.3472 -4.2417 -3.7427 0.217
H 7.3032 -4.0964 -2.0024 0.155
C -4.8761 2.5146 2.9528 0.626
O -5.5999 1.7537 3.5257 -0.643
N -5.3774 3.4381 2.1674 -0.389
N -3.5190 2.5228 3.1192 -0.382
H -6.3816 3.5439 2.1891 0.212
H -4.8981 4.0359 1.5093 0.182
H -2.8250 3.2021 2.8415 0.188
H -3.2223 1.7591 3.7098 0.212
C 4.7472 5.3389 0.1635 0.672
O 5.5486 6.2315 0.4367 -0.707
N 4.8599 4.1097 0.5340 -0.348
N 3.6328 5.5425 -0.4627 -0.331
H 4.1829 3.4271 0.2246 0.176
H 5.6596 3.9226 1.1219 0.193
H 3.0581 4.7127 -0.4969 0.141
H 3.2600 6.4673 -0.6237 0.204
C -3.2747 -5.9177 0.7152 -1.612
C -2.5067 -4.8061 1.2896 0.688
C -2.6527 -4.7169 2.8427 -0.816
O -3.7730 -3.9753 3.1663 -0.310
C -4.2764 -3.9754 4.4883 -0.800
N -1.1626 -5.1922 0.8504 -0.790
H -3.3334 -5.9205 -0.3732 0.461
H -4.3020 -5.7266 1.0254 0.381
H -3.0989 -6.9102 1.1302 0.352
H -2.6142 -3.8324 0.8117 0.337
H -1.7637 -4.2890 3.3059 0.365
H -2.7628 -5.7116 3.2746 0.281
H -5.0634 -3.2349 4.6315 0.242
H -3.4666 -3.9720 5.2179 0.338
H -4.5778 -5.0007 4.7030 0.327
H -0.6317 -4.3712 0.5971 0.281
H -1.4403 -5.5728 -0.0429 0.275
O -1.6253 6.0738 -1.3942 -0.635
H -1.1333 5.2667 -1.5450 0.327
H -1.0563 6.7676 -1.7275 0.308
```

Properties
Charge ... -1
Calculated total energy ... -53920.9207 eV
E_HOMO ... -5.8 eV
Frontier orbital gap ... 7.71 eV
LUMO energy ... 1.9 eV


2.
The following is a quantum chemistry calculation of a 8-piece molecular cluster, C11H38N4O8 overall, from the OMol25 dataset.

The geometry in XYZ format:
```
61
Properties=species:S:1:pos:R:3:nbo_charge:R:1
N 1.2997 2.9287 2.9110 -0.812
C 1.3480 3.6181 1.8401 0.744
N 1.0929 4.8549 2.0472 -0.820
O 1.5556 3.1205 0.6026 -0.767
H 1.6131 1.9897 2.7986 0.442
H 1.3942 3.4659 3.8166 0.386
H 1.3736 5.4925 1.2095 0.423
H 0.8503 5.3198 2.9726 0.400
N -2.2590 -0.7641 -1.4012 -0.834
C -2.5615 -1.3431 -2.5153 0.755
N -3.7887 -1.8047 -2.4789 -0.816
O -1.7032 -1.4724 -3.6195 -0.743
H -1.2960 -0.4088 -1.2697 0.457
H -2.9106 -0.7738 -0.6398 0.373
H -4.1305 -2.1133 -3.3300 0.402
H -4.5086 -1.6583 -1.7764 0.387
C -1.1321 2.4582 -2.6279 -0.622
C -2.0188 3.6114 -2.6503 -0.049
O -3.0082 3.5326 -1.7005 -0.724
H -0.4154 2.5268 -3.3579 0.211
H -1.7786 1.5247 -2.7865 0.207
H -0.7759 2.3463 -1.6298 0.214
H -2.3891 3.7337 -3.5959 0.149
H -1.4983 4.4866 -2.3223 0.141
H -2.9577 4.3544 -1.1763 0.471
C -0.3190 -2.7243 0.9689 -0.654
C -0.9745 -2.7050 2.3863 -0.055
O -0.3468 -3.4118 3.3728 -0.708
H -0.9999 -2.2700 0.2442 0.223
H -0.0400 -3.7363 0.7083 0.221
H 0.5238 -2.0215 0.9125 0.216
H -2.0662 -2.9186 2.4124 0.145
H -1.0418 -1.6502 2.8007 0.134
H -1.1176 -3.6756 3.8531 0.469
C 2.2461 -4.8883 -1.2273 -0.646
C 1.9558 -3.4302 -1.4519 -0.060
O 2.7266 -2.4483 -0.7292 -0.764
H 1.6525 -5.6202 -1.8180 0.227
H 1.9856 -5.1394 -0.2278 0.205
H 3.2921 -5.1292 -1.2224 0.218
H 0.8621 -3.1281 -1.2627 0.172
H 2.1284 -3.0954 -2.5074 0.170
H 2.2294 -1.6318 -0.4708 0.482
C -1.6720 1.0779 1.7885 -0.272
O -2.1059 1.8619 0.6358 -0.722
H -0.6941 1.3919 2.1734 0.191
H -1.5759 0.0494 1.5182 0.165
H -2.3520 1.1375 2.6142 0.166
H -2.6757 1.2913 0.1148 0.468
C 3.6950 0.0498 1.7727 -0.262
O 2.3622 0.0710 2.3666 -0.772
H 3.7598 -0.5198 0.7751 0.185
H 4.4444 -0.3431 2.4961 0.174
H 4.0479 1.0711 1.4980 0.198
H 2.0147 -0.7547 2.6634 0.487
C 1.3895 0.6408 -1.2829 -0.249
O 0.2839 0.3628 -0.5232 -0.767
H 1.0927 0.2184 -2.2629 0.181
H 2.2826 0.0979 -0.9202 0.145
H 1.5436 1.7520 -1.4765 0.210
H 0.0671 1.1419 -0.0128 0.505
```

Properties
Relative energy (zero: lowest compared OMol25 entry of this formula, charge and spin) ... 164.18 kcal/mol
Calculated total energy ... -34359.4029 eV
SMILES string ... NC(N)=O.NC(N)=O.CCO.CCO.CCO.CO.CO.CO
E_HOMO ... -9.0 eV
Frontier orbital gap ... 9.31 eV
LUMO energy ... 0.3 eV


3.
The following is a quantum chemistry calculation of C11H39N15O8Pb as an isolated structure, from the OMol25 dataset.

The geometry in XYZ format:
```
74
Properties=species:S:1:pos:R:3:mulliken_charge:R:1
Pb 0.0645 -0.2278 0.7249 2.878
C 0.3520 -4.0819 0.6129 0.460
O 0.3833 -2.9254 1.0211 -0.545
N -0.7874 -4.8207 0.5556 -0.428
N 1.4745 -4.7276 0.1902 -0.385
H -1.6358 -4.4630 0.9519 0.225
H -0.8151 -5.7035 0.0782 0.172
H 1.5294 -5.7147 0.0195 0.187
H 2.3233 -4.2010 0.2572 0.212
C -1.2592 -1.7222 -2.5326 0.309
O -1.1356 -1.0671 -1.4993 -0.401
N -1.1570 -1.1732 -3.7644 -0.258
N -1.6118 -3.0597 -2.5006 -0.549
H -1.1174 -0.1609 -3.8099 0.223
H -1.3225 -1.7116 -4.5952 0.191
H -1.6914 -3.3635 -1.5428 0.205
H -1.1415 -3.6802 -3.1393 0.248
C -3.4573 0.4954 0.7790 0.452
O -2.2704 0.6644 1.0736 -0.457
N -4.3670 1.5019 0.8184 -0.423
N -3.9733 -0.7066 0.4066 -0.370
H -5.2564 1.4515 0.3532 0.182
H -4.0449 2.4151 1.0853 0.226
H -3.4507 -1.5595 0.4579 0.149
H -4.9603 -0.7472 0.2214 0.176
C 2.4961 -1.5624 -2.0704 0.563
O 1.9659 -0.8176 -1.2361 -0.451
N 3.4674 -2.4346 -1.6980 -0.383
N 2.1718 -1.5320 -3.3829 -0.409
H 4.0112 -2.9186 -2.3901 0.165
H 3.6694 -2.5552 -0.7293 0.027
H 1.4053 -0.9300 -3.6296 0.137
H 2.5480 -2.2210 -4.0076 0.176
C -1.0688 -0.7309 4.1162 0.423
O -0.4495 -0.8678 3.0630 -0.587
N -2.3933 -0.4465 4.1798 -0.355
N -0.4414 -0.8800 5.3158 -0.453
H -2.8569 -0.2475 3.3130 0.125
H -2.9170 -0.5468 5.0288 0.174
H -0.9510 -0.8786 6.1828 0.178
H 0.4382 -1.3658 5.3501 0.261
C 3.4184 -0.2390 1.8309 0.582
O 2.3403 -0.8154 1.9481 -0.691
N 4.5769 -0.8429 1.4612 -0.375
N 3.5916 1.0416 2.2869 -0.361
H 4.5564 -1.7353 1.0155 0.204
H 5.4680 -0.3788 1.4458 0.159
H 2.7534 1.5862 2.3881 0.150
H 4.4668 1.4703 2.0356 0.184
C 0.5966 2.8466 2.9116 0.612
O 0.6477 1.7998 2.2661 -0.595
N 0.0541 4.0063 2.4623 -0.359
N 1.0120 2.9113 4.2110 -0.416
H 0.0197 4.8702 2.9730 0.186
H -0.4523 4.0176 1.5924 0.090
H 1.6067 2.1810 4.5609 0.231
H 0.6597 3.5999 4.8493 0.181
C -1.3223 3.4839 -0.7045 -1.748
C -0.8060 2.3373 -1.5617 1.241
C -0.6476 2.7885 -3.0159 -1.193
O -0.2847 1.6641 -3.7970 -0.305
C 0.1289 2.0530 -5.0926 -0.996
N 0.4211 1.6933 -1.0376 -0.162
H -0.6177 4.3195 -0.7451 0.517
H -1.5799 3.1089 0.2826 0.005
H -2.2159 3.8670 -1.2015 0.454
H -1.5557 1.5361 -1.5629 -0.285
H 0.1740 3.5204 -3.0353 0.446
H -1.5621 3.2574 -3.3864 0.572
H 0.3422 1.2324 -5.7747 0.315
H 1.0910 2.5856 -5.0162 0.352
H -0.5422 2.7710 -5.5692 0.364
H 0.8529 1.2085 -1.8227 0.086
H 1.0405 2.4784 -0.8264 0.281
```

Properties
Charge ... +2
Relative energy (zero: lowest compared OMol25 entry of this formula, charge and spin) ... 0.00 kcal/mol
Calculated total energy ... -56016.3532 eV
E_HOMO ... -13.8 eV
Frontier orbital gap ... 9.86 eV
LUMO energy ... -3.9 eV